Entry 1:
30
Properties=species:S:1:pos:R:3:lowdin_charge:R:1 method="wB97M-V/def2-TZVPD" spin_multiplicity=1 orbital_gap_ev=9.01 e_tot_ev=-16791.784
C 2.864 -1.959 -0.398 -0.0872
C 1.658 -2.610 0.409 -0.2251
C 0.580 -1.577 0.998 -0.0519
C -1.459 -0.680 -0.069 -0.2864
C -2.704 -1.193 -0.482 -0.0466
C -3.847 -0.442 -0.419 -0.0891
C -3.703 0.902 0.145 -0.1561
C -2.629 1.386 0.716 -0.0443
C -1.440 0.648 0.362 -0.2492
C 0.557 1.737 -0.559 -0.1244
C 1.912 2.160 0.065 -0.1548
C 2.400 3.367 -0.174 0.0051
H 2.379 -1.577 -1.168 -0.0289
H 3.450 -3.079 -0.995 0.1751
H 3.548 -1.195 -0.014 0.0552
H 1.747 -3.226 1.306 0.0784
H 1.032 -3.348 -0.302 0.1434
H -0.068 -1.925 1.769 0.1059
H 1.085 -0.598 1.191 0.1084
H -2.728 -2.190 -0.870 0.1056
H -4.810 -1.077 -0.792 0.1506
H -4.689 1.559 -0.124 0.1454
H -2.504 2.358 1.415 0.1735
H 0.412 1.099 -1.628 0.1782
H 0.017 2.563 -1.111 0.1111
H 2.319 1.612 0.870 0.0763
H 1.853 3.924 -0.872 0.0382
H 3.366 3.638 0.355 0.0885
O -0.382 -1.453 -0.256 -0.0772
O -0.214 1.177 0.630 -0.1180

Entry 2:
11
Properties=species:S:1:pos:R:3:mulliken_spin:R:1 method="wB97M-V/def2-TZVPD" charge=+1 spin_multiplicity=5 orbital_gap_ev="5.88 / 6.65" s2=6.009 e_tot_ev=-26618.681
C 2.290 -0.044 -0.693 0.3018
C 2.630 0.500 0.578 0.2703
O 1.794 0.390 1.536 0.1563
O 1.228 -0.753 -0.781 0.1565
H 3.030 -0.063 -1.504 0.0226
H 3.642 0.880 0.771 0.0227
Nd -0.306 -0.570 1.012 3.0901
O -2.678 -0.361 0.607 -0.0161
O -4.801 -0.129 -0.020 -0.0062
C -3.599 -0.100 -0.248 0.0021
H -3.231 0.251 -1.257 -0.0002